Entry from the OMol25 dataset: a structure of composition C32H67F5InO16P4 (ωB97M-V with the def2-TZVPD basis set).

Computed properties:
Net charge: -1
HOMO in eV: -4.8
Orbital gap in eV: 6.49
2S+1: 1
Energy in a.u.: -4518.4494

Geometry as XYZ:
```
125
C32H67F5InO16P4, DFT ωB97M-V with the def2-TZVPD basis set
F 2.6797 -1.1035 -0.6434
C 2.6367 -2.4507 -0.4904
F 1.4286 -2.8355 -0.9611
F 2.7087 -2.7210 0.8254
C 3.7301 -3.0898 -1.2953
C 4.9067 -3.5293 -0.7087
C 5.8912 -4.1255 -1.4665
C 5.7338 -4.2719 -2.8383
C 4.5615 -3.8179 -3.4282
C 4.3307 -3.8978 -4.9088
F 3.0252 -4.3773 -5.0715
F 5.1710 -4.8424 -5.4791
In 4.6020 -1.7763 -5.7333
C 3.5648 -3.2273 -2.6629
H 5.0720 -3.4040 0.3537
H 6.8063 -4.4928 -1.0200
H 6.4876 -4.7138 -3.4735
H 6.2111 -1.2203 -5.2093
H 3.4199 -0.8064 -4.8054
H 4.3545 -1.7011 -7.4786
H 2.6695 -2.8615 -3.1438
O -3.8172 -3.5217 4.9823
P -2.8819 -3.1465 3.8930
O -1.6634 -4.2132 4.0161
C -1.9176 -5.5946 3.7556
C -2.3056 -5.8597 2.3130
O -2.2039 -1.8242 4.5997
C -2.8910 -1.0736 5.5971
C -2.3934 -1.4313 6.9842
O -2.5906 -2.6025 2.4301
C -1.4200 -1.8522 2.0284
C -0.1704 -2.6774 1.8380
H -2.6968 -5.9550 4.4335
H -0.9990 -6.1278 3.9981
H -3.2603 -5.3860 2.0661
H -2.4030 -6.9314 2.1368
H -1.5603 -5.4604 1.6272
H -3.9666 -1.2201 5.5207
H -2.6952 -0.0188 5.3910
H -2.3088 -2.5104 7.1062
H -3.0664 -1.0423 7.7505
H -1.4001 -1.0119 7.1526
H -1.2375 -1.0190 2.7003
H -1.6938 -1.4102 1.0700
H 0.2670 -2.9788 2.7886
H 0.5691 -2.0831 1.3129
H -0.3706 -3.5729 1.2517
O 6.4721 0.3924 0.5733
P 6.5004 1.7693 0.0532
O 7.7165 2.5340 0.8075
C 9.0463 2.0362 0.6356
C 9.5455 2.1554 -0.7926
O 5.2153 2.4498 0.7951
C 4.1498 1.6294 1.2825
C 4.2618 1.4229 2.7799
O 6.3744 2.6475 -1.2636
C 5.9685 4.0215 -1.2965
C 7.0331 5.0108 -0.8748
H 9.0885 0.9954 0.9670
H 9.6809 2.6201 1.3026
H 8.9640 1.5260 -1.4703
H 10.5896 1.8469 -0.8558
H 9.4626 3.1799 -1.1525
H 4.1288 0.6800 0.7519
H 3.2167 2.1454 1.0473
H 5.2842 1.1824 3.0696
H 3.6035 0.6178 3.1097
H 3.9854 2.3350 3.3133
H 5.0526 4.1743 -0.7312
H 5.7141 4.2087 -2.3407
H 7.1861 5.0102 0.2032
H 6.7178 6.0154 -1.1626
H 7.9857 4.7968 -1.3572
O -8.2884 1.1231 4.0492
P -8.3312 0.1676 5.1697
O -8.7168 -1.2778 4.5636
C -7.8374 -1.8820 3.6039
C -6.4833 -2.2305 4.1898
O -9.7360 0.5586 5.9066
C -10.3255 1.8461 5.7237
C -11.4584 1.7845 4.7185
O -7.5887 -0.2496 6.5104
C -8.2125 -0.9167 7.6194
C -8.4458 -2.3974 7.4194
H -7.7247 -1.2153 2.7454
H -8.3363 -2.7850 3.2539
H -5.9404 -1.3304 4.4892
H -5.8792 -2.7665 3.4602
H -6.5833 -2.8537 5.0753
H -9.5750 2.5753 5.4227
H -10.7063 2.1613 6.6976
H -11.1739 1.2085 3.8391
H -11.7514 2.7867 4.4022
H -12.3295 1.2925 5.1550
H -9.1308 -0.4148 7.9133
H -7.5162 -0.7835 8.4484
H -9.2781 -2.5914 6.7451
H -8.6888 -2.8510 8.3819
H -7.5590 -2.8878 7.0214
O 1.9456 1.7781 -7.1267
P 0.8296 2.7289 -7.0563
O 0.8693 3.6242 -8.4108
C 0.7162 2.9639 -9.6697
C -0.6528 2.3335 -9.8488
O 1.3771 3.8270 -5.9822
C 2.4079 3.4641 -5.0503
C 3.7578 3.9777 -5.5059
O -0.7049 2.8920 -6.6451
C -1.3096 4.1303 -6.2570
C -1.6271 5.0716 -7.3989
H 1.4991 2.2092 -9.7794
H 0.8797 3.7219 -10.4358
H -0.8127 1.5246 -9.1321
H -0.7511 1.9210 -10.8536
H -1.4451 3.0649 -9.6932
H 2.4335 2.3859 -4.9024
H 2.1386 3.9143 -4.0921
H 3.9186 3.7799 -6.5646
H 4.5607 3.5079 -4.9363
H 3.8213 5.0603 -5.3687
H -0.7201 4.6332 -5.4946
H -2.2456 3.8422 -5.7752
H -0.7324 5.5516 -7.7910
H -2.2919 5.8584 -7.0367
H -2.1235 4.5499 -8.2160
```